[1]
C27H34ClN8O2PPtS | ωB97M-V/def2-TZVPD

Values from the calculation:
Charge: +4
M in g/mol: 796.20
HOMO level in eV: -18.16
Largest force on an atom in eV/Å: 1.2

Last column: Löwdin charge in e.
Geometry (Å):
Pt1 0.73042 0.25670 0.24833  0.40
C1 5.46563 -1.73903 3.06926  0.03
C2 4.08820 -1.29210 3.37553  -0.28
N1 3.55892 -1.19964 4.55279  0.18
N2 2.28441 -0.78052 4.33920  0.07
C3 2.00088 -0.60833 3.05772  -0.66
S1 0.48036 -0.01308 2.47939  0.60
N3 3.13994 -0.94272 2.41421  -0.07
N4 3.29909 -0.87979 1.03271  0.12
H1 6.09507 -1.55579 3.93709  0.11
H2 5.88017 -1.21186 2.21066  0.09
H3 5.48118 -2.81092 2.86356  0.11
H4 1.68174 -0.60923 5.13275  0.18
H5 3.58623 -1.79221 0.69145  0.12
H6 4.01394 -0.19065 0.81067  0.11
Cl1 0.78009 0.46423 -2.12512  0.71
C4 0.70923 2.22063 -2.40973  -0.57
C5 0.58270 2.65659 -3.70864  -0.06
C6 0.51473 4.03146 -3.91471  -0.01
C7 0.56174 4.91295 -2.84312  -0.01
C8 0.68716 4.43546 -1.54708  -0.03
C9 0.77658 3.06189 -1.31333  -0.37
P1 1.07935 2.44842 0.35176  0.89
C10 2.82174 2.65674 0.71415  -0.36
C11 3.71930 3.05798 -0.27524  -0.05
C12 5.07171 3.16211 0.02441  -0.03
C13 5.52615 2.87389 1.30337  -0.02
C14 4.62963 2.48277 2.29751  -0.05
C15 3.28233 2.36824 2.00531  -0.13
C16 0.09092 3.39412 1.49021  -0.38
C17 -1.28738 3.17154 1.55454  -0.11
C18 -2.08026 3.99367 2.33174  -0.04
C19 -1.50081 5.03414 3.05413  -0.02
C20 -0.13477 5.26279 2.98570  -0.03
C21 0.67039 4.44306 2.20686  -0.06
H7 0.53591 1.96429 -4.53787  0.13
H8 0.41814 4.40928 -4.92374  0.14
H9 0.50087 5.97840 -3.01756  0.13
H10 0.72272 5.12814 -0.71476  0.13
H11 3.37529 3.30405 -1.27161  0.11
H12 5.76723 3.48148 -0.73981  0.13
H13 6.57795 2.97540 1.53660  0.13
H14 4.98395 2.30060 3.30423  0.12
H15 2.57857 2.10641 2.78852  0.10
H16 -1.73322 2.36339 0.98359  0.09
H17 -3.14964 3.83849 2.37647  0.12
H18 -2.12021 5.66389 3.67874  0.13
H19 0.30736 6.08292 3.53481  0.13
H20 1.73546 4.62814 2.15757  0.12
N5 -2.85106 -1.37715 0.52660  0.26
C22 -2.83908 -2.66396 0.60284  -0.04
C23 -3.74393 -3.59445 -0.10512  -0.14
C24 -4.42399 -3.15425 -1.40724  -0.15
C25 -5.20293 -4.28599 -2.09745  -0.14
N6 -4.38494 -5.22415 -2.85958  0.09
C26 -4.74872 -5.81387 -4.01380  -0.41
N7 -3.90406 -6.65329 -4.60341  0.23
N8 -5.91960 -5.56391 -4.58317  0.24
C27 -0.17237 -3.06495 -1.05355  -0.39
O1 -0.90461 -3.76233 -1.61290  0.24
O2 0.51554 -2.34542 -0.45151  0.11
H21 -2.57990 -0.80732 1.32339  0.14
H22 -3.41136 -0.90300 -0.17701  0.16
H23 -2.30727 -3.06348 1.46510  0.17
H24 -4.49447 -3.69476 0.70336  0.18
H25 -3.27593 -4.57800 -0.16817  0.13
H26 -3.70955 -2.69936 -2.09724  0.13
H27 -5.18303 -2.40313 -1.17427  0.13
H28 -5.90291 -3.81038 -2.78038  0.12
H29 -5.79363 -4.82352 -1.35005  0.15
H30 -3.53567 -5.57014 -2.44307  0.15
H31 -3.01871 -6.89775 -4.19316  0.14
H32 -4.16686 -7.15724 -5.43642  0.15
H33 -6.65365 -5.05770 -4.12004  0.13
H34 -6.17440 -6.01892 -5.44696  0.15



[2]
C27H34F2O7 | ωB97M-V/def2-TZVPD

Values from the calculation:
M in g/mol: 508.56
HOMO level in eV: -9.19
Largest force on an atom in eV/Å: 1.0

Last column: natural (NBO) charge in e.
Geometry (Å):
C1 -4.09865 4.18833 -0.94725  -0.61
C2 -4.60957 2.78115 -0.67118  -0.38
H1 -4.49416 2.54182 0.38619  0.20
H2 -5.67159 2.72353 -0.91880  0.21
C3 -3.86601 1.72748 -1.50097  -0.50
C4 -2.42677 1.58257 -1.07701  0.83
O1 -1.47554 1.99586 -1.69474  -0.59
O2 -2.30174 0.90827 0.06421  -0.52
C5 -0.96209 0.53867 0.41428  0.17
C6 0.00421 1.68848 0.10020  0.62
O3 1.10312 1.51807 -0.36072  -0.57
C7 -0.34921 3.08537 0.61008  -0.20
H3 0.39168 3.33429 1.38219  0.25
H4 -0.22453 3.77464 -0.23035  0.23
O4 -1.65290 3.27546 1.13149  -0.52
C8 -1.78167 3.39178 2.46390  0.81
O5 -0.86264 3.29333 3.23130  -0.59
C9 -3.21196 3.64443 2.84785  -0.72
H5 -3.67442 4.32850 2.14301  0.24
H6 -3.75307 2.70032 2.82498  0.24
H7 -3.24892 4.04709 3.85548  0.24
C10 -0.88702 0.25119 1.93642  -0.43
H8 -0.41525 1.07539 2.46798  0.24
H9 -1.90327 0.15004 2.31716  0.23
C11 -0.07014 -1.04024 2.11471  -0.40
C12 0.52347 -1.30164 0.72964  -0.24
H10 1.37430 -0.62859 0.59265  0.25
C13 -0.58563 -0.83473 -0.23036  0.00
C14 -1.84995 -1.70878 -0.18925  -0.63
H11 -2.58085 -1.32595 -0.89848  0.21
H12 -1.63666 -2.73559 -0.46631  0.21
H13 -2.30635 -1.70549 0.79490  0.21
C15 -0.02959 -0.81808 -1.65406  -0.47
H14 0.72323 -0.03849 -1.74365  0.27
H15 -0.82427 -0.60210 -2.37450  0.21
C16 0.60556 -2.16809 -2.03328  0.08
O6 1.22195 -2.09907 -3.30019  -0.72
H16 0.56965 -1.80529 -3.94506  0.48
C17 1.62851 -2.70434 -1.00212  0.42
F1 1.79567 -4.05345 -1.33168  -0.39
C18 0.97617 -2.72046 0.39866  -0.25
C19 1.87805 -3.37358 1.46090  -0.42
C20 3.36386 -3.33186 1.08946  0.17
F2 4.11372 -3.42869 2.24264  -0.36
C21 3.62185 -2.05134 0.36098  0.07
C22 4.24950 -1.01784 0.92433  -0.30
C23 4.38364 0.28682 0.26742  0.49
O7 4.99773 1.21092 0.76960  -0.54
C24 3.71266 0.38351 -1.03164  -0.28
C25 3.07177 -0.63891 -1.59430  -0.10
C26 3.03969 -2.02393 -1.02387  -0.20
C27 3.97586 -2.81894 -1.97077  -0.58
H17 4.94203 -2.32291 -2.01748  0.22
H18 4.11871 -3.83799 -1.62416  0.22
H19 3.53196 -2.84738 -2.96165  0.24
H20 2.65833 -0.54094 -2.58564  0.23
H21 3.76298 1.34417 -1.52081  0.23
H22 4.67138 -1.10481 1.91572  0.24
H23 3.64257 -4.19971 0.48037  0.19
H24 1.58083 -4.41135 1.61517  0.22
H25 1.76836 -2.84906 2.40941  0.23
H26 0.09212 -3.35873 0.31691  0.22
H27 -0.18259 -2.93915 -2.07441  0.17
H28 0.70148 -0.90169 2.86903  0.22
H29 -0.70462 -1.87083 2.42429  0.20
H30 -3.88091 2.00839 -2.55464  0.23
H31 -4.35529 0.76044 -1.37233  0.23
H32 -4.20002 4.43028 -2.00261  0.21
H33 -3.05070 4.27239 -0.67467  0.22
H34 -4.66803 4.91701 -0.37453  0.21



[3]
C27H34N3O | ωB97M-V/def2-TZVPD

Values from the calculation:
Charge: +1
M in g/mol: 416.59
HOMO level in eV: -9.99
Largest force on an atom in eV/Å: 4.0

Last column: natural (NBO) charge in e.
Geometry (Å):
C1 1.69691 1.95347 -4.38972  -0.41
N1 0.60968 1.82305 -3.45257  -0.44
C2 -0.26014 2.94520 -3.44094  -0.19
C3 -1.30873 2.88495 -2.30698  -0.51
C4 -1.37092 1.61437 -1.51775  0.47
N2 -2.53421 1.23537 -0.93229  -0.32
C5 -3.68713 2.02521 -1.33205  -0.25
C6 -5.03323 1.60946 -0.75438  -0.08
O1 -5.12848 0.19182 -0.50533  -0.50
C7 -4.11971 -0.21678 0.40198  -0.08
C8 -2.69877 0.00982 -0.13169  -0.25
C9 -0.08387 1.00574 -1.25043  -0.10
C10 1.07159 1.37295 -2.13574  -0.26
H1 2.61822 2.31043 -3.88614  0.18
H2 1.92727 0.96137 -4.80114  0.21
H3 1.42671 2.65130 -5.19749  0.21
H4 0.29501 3.90535 -3.32722  0.17
H5 -0.75994 2.98163 -4.42991  0.21
H6 -1.01523 3.69021 -1.60361  0.27
H7 -2.27155 3.14285 -2.75529  0.25
H8 -3.52159 3.07554 -1.03961  0.22
H9 -3.79484 1.96741 -2.43030  0.21
H10 -5.20509 2.18032 0.18989  0.18
H11 -5.83859 1.80825 -1.48541  0.23
H12 -4.22466 0.30511 1.37421  0.17
H13 -4.32304 -1.28448 0.55242  0.22
H14 -2.39484 -0.90228 -0.67640  0.24
H15 -2.09824 0.06893 0.78700  0.21
H16 -0.63438 0.20561 0.51899  0.21
H17 1.75409 0.52298 -2.28363  0.23
H18 1.66198 2.17247 -1.63367  0.19
C11 -1.58854 -5.22430 0.26615  -0.40
N3 -0.83857 -4.03584 0.59314  -0.35
C12 -0.60533 -3.05961 -0.35511  -0.03
C13 0.53365 -2.37903 0.04755  -0.30
C14 0.20395 0.53936 -0.07841  -0.02
C15 1.40745 0.71722 0.69748  -0.16
C16 1.11640 1.19529 2.00093  -0.15
C17 2.10023 1.83097 2.70412  -0.22
C18 3.39285 1.92117 2.17985  0.03
C19 4.37772 2.70079 2.96139  -0.64
C20 3.73682 1.23888 1.00530  -0.22
C21 2.75018 0.62034 0.26201  -0.12
C22 0.93436 -2.78394 1.33631  -0.03
C23 1.89595 -2.31964 2.23246  -0.23
C24 2.27340 -3.20240 3.23345  -0.22
C25 1.64097 -4.44762 3.36878  -0.21
C26 0.54664 -4.81607 2.57063  -0.23
C27 0.10983 -3.91607 1.61916  0.12
H19 -1.65193 -5.89702 1.12166  0.22
H20 -2.58574 -4.95486 -0.07179  0.21
H21 -1.11423 -5.77257 -0.55499  0.20
H22 -1.33728 -2.88818 -1.14447  0.21
H23 0.93212 -1.53439 -0.41107  0.19
H24 0.08572 1.12976 2.34755  0.21
H25 1.85206 2.28564 3.66439  0.23
H26 5.17193 3.05652 2.31225  0.23
H27 3.83323 3.55042 3.37527  0.22
H28 4.80849 2.13525 3.79354  0.24
H29 4.76206 1.21321 0.64112  0.23
H30 2.99028 0.05032 -0.64158  0.22
H31 2.31009 -1.31906 2.12467  0.21
H32 3.09517 -2.93270 3.87833  0.22
H33 2.02090 -5.12254 4.12627  0.22
H34 0.08490 -5.79692 2.66884  0.22